Below is a molecular structure, C10H14N2PPb at a distorted geometry, with properties calculated with ωB97M-V with the def2-TZVPD basis set.

HOMO ... -0.0306 Ha
Kohn-Sham gap ... 3.52 eV
Energy relative to the best compared isomer or geometry (same formula, charge and spin) ... 0.00 kJ/mol

```
! wB97M-V def2-TZVPD RIJCOSX def2/J DEFGRID3
* xyz -1 1
C 0.655 1.269 -3.412
C 0.354 0.393 -4.407
C 0.028 -0.987 -4.307
C -0.095 -1.929 -3.251
C 0.064 -1.728 -1.915
Pb 0.275 0.377 -1.475
P 0.384 3.064 -0.355
H 0.938 2.330 -3.493
H 0.345 0.735 -5.462
H -0.181 -1.440 -5.275
H -0.005 -2.484 -1.114
H -0.349 -2.941 -3.629
H -0.761 3.509 0.379
H 0.528 4.011 -1.414
H 1.503 3.310 0.499
N -0.462 -0.964 4.973
C -0.349 -0.720 3.662
C 0.717 -1.259 2.915
C 0.806 -0.967 1.558
N -0.118 -0.199 0.947
C -1.135 0.345 1.644
C -1.291 0.095 3.003
H 0.226 -1.544 5.446
H -1.218 -0.556 5.506
H 1.444 -1.904 3.387
H 1.625 -1.345 0.940
H -1.813 1.002 1.095
H -2.113 0.528 3.553
*
```

Below is a molecular structure, C9H7F3N2S at a distorted geometry, with properties calculated with ωB97M-V with the def2-TZVPD basis set.

HOMO ... -0.3327 Ha
Kohn-Sham gap ... 8.15 eV

```
! wB97M-V def2-TZVPD RIJCOSX def2/J DEFGRID3
* xyz 0 1
F -2.022 -1.425 -2.039
C -0.918 -2.263 -2.233
F -1.403 -3.560 -2.075
F -0.463 -2.035 -3.507
C 0.115 -1.953 -1.105
C 0.908 -0.575 -1.352
C 0.549 0.342 -0.105
C 1.127 -0.153 1.229
C 0.827 0.580 2.441
C -0.039 1.803 2.293
N -0.437 2.626 3.338
S -1.358 3.834 2.655
N -1.374 3.486 1.007
C -0.613 2.324 0.987
C -0.284 1.517 -0.238
H 0.859 -2.775 -0.943
H -0.476 -1.876 -0.144
H 0.620 -0.082 -2.315
H 2.024 -0.716 -1.289
H 1.759 -1.073 1.265
H 1.234 0.208 3.407
H -0.636 1.766 -1.276
*
```

Below is a molecular structure, C37H48BN9S3Ti, with properties calculated with ωB97M-V with the def2-TZVPD basis set.

HOMO (alpha / beta) ... -0.4595 / -0.4505 Ha
Kohn-Sham gap (alpha / beta) ... 7.17 / 6.91 eV
Energy relative to the best compared isomer or geometry (same formula, charge and spin) ... 0.00 kJ/mol

```
! wB97M-V def2-TZVPD RIJCOSX def2/J DEFGRID3
* xyz 2 1
Ti 0.847 0.934 0.129
C 0.301 4.950 -3.582
C 0.827 3.600 -3.941
C 1.324 3.308 -5.176
C 1.805 2.012 -5.485
N 1.787 1.067 -4.586
N 1.303 1.354 -3.371
B 1.402 0.194 -2.403
N 1.393 -1.236 -2.946
N 2.375 -1.952 -3.463
C 2.078 -3.204 -3.739
C 0.784 -3.731 -3.467
C -0.210 -2.979 -2.895
C -1.578 -3.469 -2.562
C 0.180 -1.659 -2.629
S -0.588 -0.243 -1.941
C 3.156 -4.072 -4.356
C 2.620 -4.677 -5.663
C 3.498 -5.195 -3.365
C 4.412 -3.256 -4.654
N 2.442 0.473 -1.348
N 3.393 1.361 -1.855
C 4.503 1.519 -1.227
C 4.806 0.833 0.003
C 3.903 0.009 0.561
C 4.180 -0.762 1.811
C 2.625 -0.190 -0.105
S 1.463 -1.353 0.418
C 5.518 2.464 -1.849
C 4.995 3.051 -3.159
C 5.791 3.603 -0.856
C 6.812 1.687 -2.120
C 0.831 2.543 -2.984
S 0.182 2.813 -1.396
C 2.372 1.679 -6.852
C 2.837 0.226 -6.912
C 3.563 2.607 -7.126
C 1.279 1.913 -7.905
H 0.507 5.663 -4.378
H -0.777 4.909 -3.420
H 0.749 5.308 -2.655
H 1.359 4.077 -5.937
H 0.596 -4.768 -3.714
H -1.681 -4.527 -2.792
H -1.787 -3.319 -1.501
H -2.329 -2.916 -3.128
H 1.804 -5.381 -5.493
H 2.272 -3.902 -6.348
H 3.421 -5.226 -6.157
H 2.620 -5.782 -3.089
H 4.217 -5.875 -3.821
H 3.942 -4.792 -2.453
H 4.210 -2.468 -5.381
H 4.814 -2.792 -3.755
H 5.173 -3.916 -5.069
H 5.772 0.986 0.464
H 5.036 -0.346 2.338
H 3.314 -0.776 2.471
H 4.400 -1.803 1.564
H 4.083 3.630 -3.003
H 5.752 3.711 -3.583
H 4.776 2.265 -3.882
H 4.883 4.180 -0.665
H 6.185 3.237 0.094
H 6.531 4.285 -1.276
H 6.634 0.854 -2.802
H 7.543 2.351 -2.581
H 7.261 1.292 -1.208
H 3.609 0.024 -6.170
H 2.012 -0.466 -6.737
H 3.246 0.024 -7.902
H 4.355 2.464 -6.389
H 3.975 2.386 -8.111
H 3.276 3.660 -7.123
H 0.405 1.288 -7.713
H 0.957 2.955 -7.937
H 1.665 1.660 -8.892
N 0.639 0.814 3.283
C 1.708 1.614 2.915
C 2.657 1.949 3.889
C 3.661 2.827 3.560
C 3.711 3.374 2.276
C 2.775 2.968 1.364
N 1.806 2.073 1.663
C -0.649 0.790 2.760
C -1.707 0.474 3.618
C -2.988 0.496 3.119
C -3.205 0.856 1.788
C -2.116 1.141 1.007
N -0.848 1.073 1.471
H 0.691 0.490 4.236
H 2.568 1.548 4.890
H 4.391 3.114 4.305
H 4.466 4.093 1.996
H 2.757 3.339 0.346
H -1.512 0.240 4.656
H -3.823 0.259 3.764
H -4.201 0.915 1.376
H -2.211 1.432 -0.031
*
```

Below is a molecular structure, C5H7NO, with properties calculated with ωB97M-V with the def2-TZVPD basis set.

HOMO (alpha / beta) ... -0.2919 / -0.2963 Ha
Kohn-Sham gap (alpha / beta) ... 7.64 / 7.80 eV
Energy relative to the best compared isomer or geometry (same formula, charge and spin) ... 759.86 kJ/mol

```
! wB97M-V def2-TZVPD RIJCOSX def2/J DEFGRID3
* xyz 0 1
C -0.183 1.336 0.332
C 1.048 0.423 0.471
O 0.919 -0.539 1.510
C -0.025 -1.487 0.838
C -1.315 -0.871 0.744
N -0.914 0.098 -0.148
C 0.311 -0.558 -0.459
H -0.644 1.790 1.209
H -0.087 2.051 -0.489
H 2.065 0.801 0.367
H 0.214 -2.516 1.094
H 0.580 0.582 -3.438
H -2.342 -1.140 0.970
H 0.502 0.175 -2.816
*
```

Below is a molecular structure, C36H70FN2O15S6 at a distorted geometry, with properties calculated with ωB97M-V with the def2-TZVPD basis set.

HOMO ... -0.3864 Ha
Kohn-Sham gap ... 6.63 eV

```
! wB97M-V def2-TZVPD RIJCOSX def2/J DEFGRID3
* xyz 1 1
C 28.690 21.256 31.691
C 28.525 20.128 32.598
O 29.408 19.299 32.758
N 27.066 19.717 32.977
H 26.346 20.302 32.586
H 26.887 18.737 32.730
C 26.839 19.601 34.379
H 29.280 22.143 32.087
H 27.837 21.883 31.445
H 29.176 20.756 30.835
H 25.781 19.439 34.841
H 27.203 20.428 35.095
H 27.363 18.805 34.956
C 28.683 21.298 25.108
C 27.677 20.809 26.239
O 27.022 19.784 26.183
N 27.565 21.688 27.474
H 27.889 21.246 28.260
H 28.453 22.496 27.248
C 26.358 22.261 27.613
H 28.977 20.332 24.706
H 29.653 21.722 25.513
H 28.381 22.078 24.291
H 25.601 21.516 27.737
H 25.913 22.884 26.917
H 26.403 22.899 28.424
O 29.585 23.332 27.582
H 30.371 23.824 27.748
F 24.139 22.702 23.381
C 23.700 22.750 24.666
C 23.423 21.627 25.293
C 22.974 21.601 26.638
C 22.913 22.837 27.274
C 23.049 24.095 26.568
C 23.427 23.979 25.216
H 23.412 20.673 24.939
H 22.940 20.710 27.292
H 22.695 22.887 28.375
H 22.885 25.000 27.067
H 23.605 24.961 24.647
C 26.462 17.408 23.574
C 26.018 17.157 21.998
C 24.683 16.872 22.109
S 24.274 15.794 23.413
O 24.413 14.493 22.917
O 23.068 16.329 24.000
C 25.734 16.269 24.354
H 26.019 18.330 23.908
H 27.544 17.525 23.644
H 26.512 16.293 21.608
H 26.075 18.223 21.605
H 24.473 16.435 21.221
H 24.197 17.868 22.468
H 26.234 15.428 24.638
H 25.535 16.563 25.313
C 26.946 26.737 28.957
C 26.310 25.946 30.062
C 25.354 26.813 30.495
S 26.078 28.405 30.598
O 26.570 28.514 31.933
O 25.076 29.416 30.205
C 27.171 28.169 29.364
H 26.267 26.731 28.131
H 27.996 26.041 28.691
H 27.063 25.636 30.895
H 25.882 24.920 29.804
H 25.034 26.713 31.497
H 24.622 26.961 30.036
H 28.303 28.343 29.944
H 27.027 29.026 28.641
C 26.638 16.246 28.099
C 25.217 16.657 28.520
C 25.355 17.966 28.655
S 26.745 18.323 29.497
O 26.675 17.944 30.861
O 27.325 19.608 29.157
C 27.772 17.085 28.722
H 26.806 16.275 26.913
H 26.727 15.159 28.457
H 24.897 16.052 29.431
H 24.366 16.477 27.697
H 24.528 18.472 29.175
H 25.438 18.571 27.695
H 28.329 16.601 29.503
H 28.076 17.863 28.056
C 31.003 24.936 21.911
C 30.376 25.280 20.535
C 28.962 25.097 20.573
S 29.001 23.490 21.290
O 29.212 22.555 20.243
O 27.811 23.440 22.150
C 30.286 23.733 22.439
H 30.826 25.698 22.541
H 32.144 24.885 21.610
H 30.739 24.650 19.751
H 30.545 26.493 20.475
H 28.412 25.189 19.744
H 28.465 25.845 21.219
H 30.671 22.766 22.556
H 29.926 23.974 23.351
C 32.029 19.706 26.089
C 33.065 18.543 25.761
C 33.674 18.985 24.476
S 33.764 20.693 24.457
O 33.152 21.134 23.265
O 35.142 21.130 24.797
C 32.805 20.951 25.906
H 31.603 19.526 27.064
H 31.300 19.617 25.132
H 32.454 17.634 25.720
H 33.782 18.334 26.616
H 32.988 18.889 23.687
H 34.641 18.424 24.255
H 32.149 21.865 25.723
H 33.447 21.001 26.758
C 31.417 18.771 19.574
C 29.867 18.820 19.391
C 29.301 18.027 20.401
S 30.291 18.412 21.868
O 30.826 17.320 22.618
O 29.631 19.502 22.627
C 31.693 19.029 20.986
H 32.066 19.401 18.978
H 31.860 17.839 19.273
H 29.467 18.561 18.493
H 29.579 19.905 19.673
H 29.609 17.064 20.105
H 28.374 18.263 20.533
H 32.722 18.438 21.248
H 31.899 20.000 21.234
*
```

Below is a molecular structure, C17H40CuN4O6 at a distorted geometry, with properties calculated with ωB97M-V with the def2-TZVPD basis set.

HOMO (alpha / beta) ... -0.1729 / -0.1740 Ha
Kohn-Sham gap (alpha / beta) ... 3.44 / 2.83 eV
Energy relative to the best compared isomer or geometry (same formula, charge and spin) ... 840.49 kJ/mol

```
! wB97M-V def2-TZVPD RIJCOSX def2/J DEFGRID3
* xyz 0 2
Cu -0.055 -0.518 0.374
C -5.540 -0.685 2.770
C -4.837 -1.918 2.143
C -5.740 -2.654 1.181
O -3.534 -1.615 1.611
H -5.713 0.024 1.961
H -4.895 -0.132 3.452
H -6.374 -0.991 3.402
H -4.630 -2.494 3.045
H -6.768 -2.639 1.541
H -5.241 -3.622 1.207
H -5.769 -2.217 0.183
C 4.210 -5.042 0.404
C 3.589 -3.848 1.082
C 4.748 -2.818 1.318
O 2.481 -3.304 0.369
H 3.405 -5.766 0.284
H 4.972 -5.437 1.076
H 4.572 -4.799 -0.595
H 3.318 -4.180 2.085
H 5.699 -3.134 1.748
H 4.408 -2.007 1.963
H 5.064 -2.387 0.368
C 1.805 -0.313 5.610
C 0.755 0.566 4.993
O 0.648 0.464 3.762
N 0.029 1.405 5.691
C -1.017 2.354 5.176
H 2.832 0.017 5.454
H 1.713 -1.348 5.282
H 1.679 -0.112 6.674
H 0.137 1.544 6.685
H -1.825 2.277 5.905
H -1.439 2.096 4.205
H -0.604 3.360 5.106
C 1.918 3.904 -2.595
C 2.955 3.073 -1.844
O 2.587 2.135 -1.169
N 4.230 3.401 -1.808
C 4.970 4.516 -2.380
H 1.009 3.317 -2.728
H 2.325 4.145 -3.577
H 1.642 4.786 -2.018
H 4.827 2.788 -1.271
H 5.378 4.163 -3.327
H 5.753 4.988 -1.785
H 4.323 5.346 -2.664
C -1.304 -1.343 -5.536
C -0.547 -1.830 -4.276
O -0.798 -1.297 -3.192
N 0.295 -2.867 -4.415
C 0.754 -3.702 -5.530
H -1.903 -2.155 -5.948
H -0.651 -0.875 -6.274
H -1.952 -0.577 -5.110
H 0.622 -3.196 -3.518
H 1.833 -3.841 -5.604
H 0.374 -3.247 -6.445
H 0.301 -4.693 -5.535
O -2.127 2.737 -0.175
C -2.941 3.507 -0.729
N -2.822 4.784 -0.647
C -4.214 2.944 -1.341
H -2.036 5.183 -0.155
H -3.360 5.259 -1.357
H -4.039 2.996 -2.416
H -5.058 3.600 -1.128
H -4.428 1.926 -1.016
*
```

Below is C2H7NO3S in the gas phase at a distorted geometry, with properties calculated with ωB97M-V with the def2-TZVPD basis set.

HOMO ... -0.3251 Ha
Kohn-Sham gap ... 9.39 eV
SMILES string ... C[C@@H](N)S(=O)(=O)O
Energy relative to the best compared isomer or geometry (same formula, charge and spin) ... 118.31 kJ/mol

```
! wB97M-V def2-TZVPD RIJCOSX def2/J DEFGRID3
* xyz 0 1
C 1.516 0.102 0.697
C 0.531 0.051 -0.461
N 0.742 -0.922 -1.348
O -1.497 1.494 0.651
O -1.861 -0.967 1.475
O -2.536 -0.175 -0.733
S -1.575 -0.138 0.339
H 2.504 0.368 0.357
H 1.179 0.889 1.389
H 1.667 -0.893 1.348
H 0.094 0.924 -0.909
H 0.267 -0.899 -2.283
H 1.269 -1.764 -1.091
H -2.300 1.929 0.568
*
```

Below is 2 unconnected molecules or ions with the total composition C3H9NO2S at a distorted geometry, with properties calculated with ωB97M-V with the def2-TZVPD basis set.

HOMO (alpha / beta) ... -0.3291 / -0.3304 Ha
Kohn-Sham gap (alpha / beta) ... 7.83 / 7.75 eV
SMILES string ... CC=S(=O)=O.CN
Energy relative to the best compared isomer or geometry (same formula, charge and spin) ... 523.86 kJ/mol

```
! wB97M-V def2-TZVPD RIJCOSX def2/J DEFGRID3
* xyz 0 1
C -1.749 -0.964 0.228
C 1.250 0.903 -1.795
C -0.418 -0.465 0.705
N 0.773 1.509 -0.593
O -0.973 -1.212 3.273
O 1.454 -1.155 2.575
S 0.030 -1.330 2.225
H -1.680 -1.534 -0.724
H -2.309 -0.076 0.050
H -2.459 -1.480 0.999
H 1.578 -0.087 -1.568
H 0.269 1.003 -2.395
H 2.106 1.358 -2.388
H 0.434 -0.480 0.045
H 0.405 2.484 -0.805
H 1.288 1.528 0.169
*
```

Below is 3 unconnected molecules or ions with the total composition C29H41BBrClFINO15P3S at a distorted geometry, with properties calculated with ωB97M-V with the def2-TZVPD basis set.

HOMO ... -0.3217 Ha
Kohn-Sham gap ... 7.92 eV
SMILES string ... CC(=O)OCc1c(F)c(Cl)c(P(N)O)c2c1C(=O)c1c(I)c(S)c(Br)c(B(O)O)c1C2=O.CCOP(=O)(OCC)OCC.CCOP(=O)(OCC)OCC

```
! wB97M-V def2-TZVPD RIJCOSX def2/J DEFGRID3
* xyz 0 1
C 1.023 -0.665 3.040
C 1.969 -0.617 1.863
O 1.885 0.271 1.068
O 2.920 -1.592 1.776
C 2.696 -2.443 0.623
C 1.654 -3.473 0.998
C 1.975 -4.371 2.006
F 3.174 -4.271 2.577
C 1.092 -5.347 2.435
Cl 1.668 -6.379 3.708
C -0.193 -5.485 1.897
P -1.504 -6.727 2.338
N -0.979 -7.682 3.644
O -1.503 -7.756 1.040
C -0.533 -4.550 0.899
C 0.378 -3.589 0.457
C -0.062 -2.647 -0.642
O 0.664 -2.338 -1.546
C -1.481 -2.155 -0.493
C -1.841 -0.849 -0.795
I -0.458 0.562 -1.538
C -3.177 -0.450 -0.588
S -3.827 1.155 -0.904
C -4.059 -1.411 -0.087
Br -5.868 -0.864 0.250
C -3.721 -2.728 0.182
B -4.823 -3.735 0.752
O -5.276 -4.758 -0.011
O -5.292 -3.602 2.044
C -2.397 -3.103 -0.029
C -1.887 -4.497 0.237
O -2.512 -5.463 -0.093
H 0.683 0.348 3.248
H 1.511 -1.027 3.945
H 0.139 -1.262 2.800
H 3.646 -2.923 0.400
H 2.406 -1.801 -0.203
H -1.746 -8.205 4.048
H -0.302 -8.365 3.309
H -0.606 -7.934 0.729
H -2.762 1.868 -1.306
H -5.769 -5.336 0.588
H -5.568 -2.700 2.236
O -1.567 1.778 -6.117
P -2.179 1.138 -7.309
O -3.605 0.543 -6.802
C -4.668 1.453 -6.514
C -5.205 2.146 -7.755
O -1.310 -0.244 -7.426
C -0.132 -0.435 -6.642
C -0.447 -1.056 -5.295
O -2.546 1.057 -8.905
C -1.804 1.919 -9.798
C -0.312 1.645 -9.778
H -4.328 2.189 -5.779
H -5.460 0.865 -6.053
H -4.457 2.816 -8.189
H -6.084 2.742 -7.509
H -5.471 1.418 -8.520
H 0.400 0.510 -6.523
H 0.533 -1.091 -7.208
H -1.321 -0.607 -4.827
H 0.401 -0.950 -4.617
H -0.660 -2.121 -5.410
H -2.003 2.962 -9.535
H -2.202 1.751 -10.797
H 0.121 1.874 -8.799
H 0.198 2.258 -10.521
H -0.112 0.593 -9.979
O 4.745 3.164 5.337
P 3.730 4.114 5.859
O 2.709 3.216 6.752
C 3.158 2.713 8.012
C 3.371 3.807 9.044
O 2.808 4.377 4.533
C 3.229 3.925 3.245
C 2.761 2.511 2.960
O 3.252 5.549 6.492
C 4.181 6.654 6.399
C 4.528 7.013 4.966
H 4.078 2.138 7.867
H 2.389 2.025 8.362
H 4.201 4.460 8.763
H 3.602 3.374 10.018
H 2.482 4.431 9.134
H 4.312 4.005 3.152
H 2.806 4.609 2.507
H 2.898 1.852 3.818
H 3.300 2.091 2.112
H 1.697 2.507 2.721
H 5.086 6.408 6.960
H 3.708 7.501 6.893
H 5.066 6.198 4.472
H 5.163 7.898 4.939
H 3.625 7.200 4.387
*
```

Number 1: calculated total energy -1032.93233 Eh. Number 2: calculated total energy -1154.40752 Eh. Number 3: calculated total energy -4000.12905 Eh. Number 4: calculated total energy -324.43505 Eh. Number 5: calculated total energy -5139.87395 Eh. Number 6: calculated total energy -2982.38502 Eh. Number 7: calculated total energy -759.01201 Eh. Number 8: calculated total energy -722.96882 Eh. Number 9: calculated total energy -7192.10598 Eh.